Molecular formula: C39H53BMgN10O3S4
Method: DFT, ωB97M-V with the def2-TZVPD basis set

Structure (XYZ):
```
111
Properties=species:S:1:pos:R:3:forces:R:3
Mg -0.32121 -0.09091 0.12596 0.7583 -0.0535 -0.1017
C 0.37886 0.81460 -4.84714 -0.0221 0.0334 0.0522
C 1.26385 -0.37694 -5.19490 0.0210 0.0349 -0.0075
C 2.10127 -0.03300 -6.42838 0.0224 0.0002 0.0248
C 0.33407 -1.56680 -5.47432 0.0474 -0.0228 0.0500
N 2.20320 -0.78010 -4.10389 -0.0328 -0.0696 -0.1453
C 2.89070 -1.98694 -4.21925 -0.2041 0.1288 -0.0553
C 3.58281 -2.16092 -3.09056 0.0613 -0.0163 0.1971
N 3.34153 -1.07584 -2.26558 0.3317 0.0361 -0.0476
B 3.93898 -1.14172 -0.85084 -0.1954 -0.0582 0.0841
N 3.22108 -2.23294 -0.00233 0.0895 -0.0485 -0.0430
C 3.95468 -2.92457 0.93860 -0.0463 0.0691 -0.0881
C 3.17078 -3.87945 1.46193 -0.1651 -0.0031 0.0579
N 1.92902 -3.77254 0.84902 0.0030 -0.1400 0.0355
C 1.97297 -2.74575 -0.05284 0.0870 0.0458 0.1289
S 0.67742 -2.21302 -1.05022 0.0979 0.0611 0.0453
C 0.80813 -4.73755 1.06051 -0.0576 -0.0106 -0.0414
C -0.46615 -3.99590 1.45969 0.0743 0.0164 -0.0220
C 1.17120 -5.69625 2.19419 0.0807 0.0494 -0.0100
C 0.60292 -5.53920 -0.22510 -0.0028 0.0224 -0.0277
N 4.07798 0.18842 -0.05470 -0.1630 0.1457 -0.2470
C 5.18970 0.96099 -0.30919 -0.0496 -0.1459 0.0123
C 5.18517 2.00017 0.53614 -0.0695 0.0809 0.0753
N 4.04575 1.88576 1.32296 0.0204 0.1050 0.0268
C 3.34977 0.77530 0.91926 0.3110 -0.0978 0.0336
S 1.89035 0.18341 1.62092 -0.1295 0.0726 -0.0778
C 3.80646 2.72886 2.53569 -0.0193 0.0228 0.0500
C 4.87086 3.82354 2.61960 0.0177 -0.0648 -0.1139
C 3.91729 1.85547 3.78725 -0.0318 -0.0838 -0.0689
C 2.44667 3.41213 2.45708 -0.0261 -0.0486 -0.0305
C 2.51957 -0.20408 -2.89847 -0.1961 -0.2752 -0.1180
S 2.01871 1.28448 -2.27571 0.1258 0.0243 0.1685
H -0.32597 0.94323 -5.67229 0.0210 -0.0134 -0.0038
H 0.94881 1.73026 -4.71738 -0.0246 -0.0212 0.0085
H -0.18356 0.63542 -3.93196 -0.0147 0.0249 -0.0190
H 1.44787 0.26045 -7.25285 0.0165 -0.0230 0.0307
H 2.70461 -0.88277 -6.75435 -0.0152 0.0243 0.0052
H 2.76982 0.79927 -6.20012 -0.0181 -0.0149 -0.0265
H -0.44469 -1.26028 -6.17424 0.0423 -0.0047 0.0080
H -0.14051 -1.89618 -4.54782 -0.0021 0.0203 -0.0255
H 0.85844 -2.41635 -5.91218 0.0002 0.0060 0.0055
H 2.82064 -2.61776 -5.08566 -0.0182 0.0505 0.0086
H 4.21648 -2.97660 -2.78317 -0.0136 0.0877 -0.0109
H 5.07744 -1.53575 -0.98998 -0.0367 -0.0082 0.0677
H 4.98205 -2.67970 1.14742 -0.0533 0.0098 -0.0395
H 3.39623 -4.60433 2.21936 -0.0549 -0.0187 -0.0278
H -0.27707 -3.34862 2.31907 -0.0209 -0.0362 -0.0282
H -1.23297 -4.73042 1.71945 0.0398 -0.0089 0.0009
H -0.82619 -3.37274 0.64496 0.0401 -0.0448 0.0641
H 1.38072 -5.15841 3.12130 -0.0186 -0.0301 -0.0103
H 2.02451 -6.32852 1.94199 -0.0064 0.0243 0.0185
H 0.31605 -6.34862 2.36994 0.0179 0.0049 -0.0196
H 0.37131 -4.87428 -1.05624 -0.0088 -0.0395 0.0200
H -0.22792 -6.23584 -0.09292 0.0335 0.0076 0.0071
H 1.50239 -6.11102 -0.46561 -0.0207 0.0120 0.0091
H 5.89781 0.69041 -1.07246 -0.0531 0.0040 0.0080
H 5.89064 2.80191 0.62590 -0.0391 0.0174 0.0562
H 5.87330 3.41365 2.75172 -0.0161 0.0193 0.0016
H 4.64478 4.44348 3.48656 -0.0015 -0.0080 0.0014
H 4.85609 4.46428 1.73593 0.0129 0.0084 0.0303
H 4.92355 1.43873 3.87189 -0.0255 0.0106 0.0059
H 3.20090 1.03590 3.75014 0.0116 0.0190 0.0270
H 3.71600 2.46498 4.67128 0.0382 -0.0045 -0.0197
H 2.41326 4.09033 1.60552 -0.0089 0.0178 -0.0189
H 2.28313 3.99348 3.36654 0.0067 0.0045 -0.0338
H 1.64935 2.68088 2.35949 0.0210 0.0300 -0.0189
O -3.72995 -0.40831 -2.01462 -0.0075 -0.0104 0.0314
C -2.70322 -0.06371 -1.45282 0.0914 -0.1708 0.1813
O -2.04168 -0.71124 -0.56558 -0.3892 0.0118 -0.5031
C -2.12302 1.30757 -1.77967 0.1490 0.1499 0.0849
C -2.78888 2.11017 -2.72842 0.0000 0.0261 -0.0517
C -2.31384 3.35873 -2.97769 -0.0261 0.0186 -0.0388
C -1.18213 3.82565 -2.27185 0.0407 -0.0433 0.0157
C -0.65229 5.12333 -2.46799 -0.0142 0.0029 0.0015
C 0.43744 5.53528 -1.76086 0.0205 0.0267 0.0222
C 1.03796 4.66955 -0.82000 -0.0040 -0.0003 -0.0439
C 0.54780 3.41441 -0.60952 0.0115 -0.0778 0.0962
C -0.57085 2.95716 -1.34169 -0.0407 -0.0121 -0.0032
N -1.04767 1.69248 -1.12110 -0.2620 -0.0620 -0.0010
H -3.65562 1.69414 -3.22059 0.0045 -0.0033 0.0202
H -2.79409 4.00897 -3.70126 0.0232 -0.0169 0.0155
H -1.12901 5.77721 -3.18925 0.0122 -0.0159 0.0080
H 0.84643 6.52550 -1.91639 0.0001 -0.0139 0.0041
H 1.90917 5.00853 -0.27625 0.0107 0.0110 0.0187
H 1.00812 2.73528 0.09982 -0.0100 0.0266 -0.0424
O -1.03823 -0.90893 1.89537 -0.2063 0.2516 0.0434
S -2.54626 -0.66950 2.01971 -0.1011 -0.0997 0.3667
C -2.81774 -0.79616 3.82915 -0.0125 0.0746 -0.0921
C -3.79930 -1.93569 4.08564 0.0252 -0.0739 -0.0719
C -3.48238 -2.99456 3.03009 0.0151 0.0579 0.0725
C -3.40598 -2.23953 1.71379 0.0846 0.0129 -0.0468
H -3.15090 0.17292 4.20133 0.0423 -0.0380 -0.0084
H -1.82365 -1.01477 4.22244 -0.0133 -0.0008 0.0080
H -4.82788 -1.58457 3.96847 0.0188 -0.0148 0.0017
H -3.69494 -2.32423 5.09901 -0.0100 0.0495 0.0229
H -4.23314 -3.78451 2.99422 0.0009 -0.0038 -0.0020
H -2.51626 -3.45506 3.25116 -0.0547 0.0026 -0.0126
H -4.39368 -1.93974 1.35335 0.0223 -0.0351 -0.0091
H -2.88296 -2.73863 0.90220 -0.0268 0.0733 -0.0180
N 0.17603 3.00662 5.13785 -0.1653 -0.1017 0.0297
C -0.51126 3.14537 3.96239 0.0859 0.0788 -0.0463
C -0.72408 2.04456 3.11386 -0.1050 -0.0736 -0.1141
N -1.41796 2.15601 1.99739 0.2238 -0.0196 0.1410
C -1.90884 3.36320 1.69474 -0.0872 -0.0634 0.0176
C -1.66166 4.44669 2.51100 0.0114 0.0260 0.0267
N -0.96086 4.35053 3.64260 -0.0358 0.0412 0.0184
H 0.71199 2.17265 5.29361 0.0778 0.0212 -0.0148
H 0.45581 3.84742 5.60958 0.0326 0.0290 -0.0055
H -0.28854 1.07419 3.33421 -0.0446 0.0130 0.0203
H -2.50111 3.44977 0.79231 0.0686 0.0222 -0.0275
H -2.02207 5.43427 2.24755 -0.0260 -0.0138 0.0061
```
Positions in Å, forces in eV/Å.

Computed properties:
- Energy above the lowest of the compared OMol25 structures with the same formula, charge and spin: 16.6 kJ/mol
- LUMO level: 0.2 eV
- E_HOMO: -6.643 eV
- Gap between HOMO and LUMO: 6.83 eV
- E: -111818.764 eV

Atom charges from the Löwdin analysis, given in e for atoms 1 to 99: number 1, Mg, carries 0.37; number 2, C, carries -0.09; number 3, C, carries -0.54; number 4, C, carries -0.03; number 5, C, carries -0.03; number 6, N, carries 0.00; number 7, C, carries -0.06; number 8, C, carries -0.07; number 9, N, carries 0.01; number 10, B, carries -0.59; number 11, N, carries 0.03; number 12, C, carries -0.06; number 13, C, carries -0.04; number 14, N, carries 0.01; number 15, C, carries -0.63; number 16, S, carries 0.74; number 17, C, carries -0.54; number 18, C, carries -0.07; number 19, C, carries -0.06; number 20, C, carries -0.04; number 21, N, carries 0.04; number 22, C, carries -0.06; number 23, C, carries -0.04; number 24, N, carries 0.02; number 25, C, carries -0.62; number 26, S, carries 0.71; number 27, C, carries -0.54; number 28, C, carries -0.05; number 29, C, carries -0.04; number 30, C, carries -0.05; number 31, C, carries -0.71; number 32, S, carries 0.72; number 33, H, carries 0.09; number 34, H, carries 0.05; number 35, H, carries 0.06; number 36, H, carries 0.09; number 37, H, carries 0.08; number 38, H, carries 0.09; number 39, H, carries 0.09; number 40, H, carries 0.09; number 41, H, carries 0.07; number 42, H, carries 0.11; number 43, H, carries 0.12; number 44, H, carries 0.12; number 45, H, carries 0.12; number 46, H, carries 0.11; number 47, H, carries 0.09; number 48, H, carries 0.09; number 49, H, carries 0.02; number 50, H, carries 0.09; number 51, H, carries 0.08; number 52, H, carries 0.09; number 53, H, carries 0.04; number 54, H, carries 0.09; number 55, H, carries 0.09; number 56, H, carries 0.13; number 57, H, carries 0.11; number 58, H, carries 0.09; number 59, H, carries 0.09; number 60, H, carries 0.09; number 61, H, carries 0.09; number 62, H, carries 0.03; number 63, H, carries 0.08; number 64, H, carries 0.07; number 65, H, carries 0.09; number 66, H, carries 0.02; number 67, O, carries 0.06; number 68, C, carries -0.58; number 69, O, carries -0.20; number 70, C, carries -0.17; number 71, C, carries 0.01; number 72, C, carries 0.01; number 73, C, carries -0.15; number 74, C, carries -0.03; number 75, C, carries -0.07; number 76, C, carries -0.06; number 77, C, carries -0.10; number 78, C, carries -0.26; number 79, N, carries 0.13; number 80, H, carries 0.12; number 81, H, carries 0.12; number 82, H, carries 0.11; number 83, H, carries 0.10; number 84, H, carries 0.09; number 85, H, carries 0.07; number 86, O, carries -0.61; number 87, S, carries 1.00; number 88, C, carries -0.29; number 89, C, carries -0.23; number 90, C, carries -0.23; number 91, C, carries -0.29; number 92, H, carries 0.09; number 93, H, carries 0.10; number 94, H, carries 0.11; number 95, H, carries 0.11; number 96, H, carries 0.12; number 97, H, carries 0.10; number 98, H, carries 0.11; number 99, H, carries 0.08